[1]
Computed, not measured: C38H46MnNO4Se as an isolated structure, with ωB97M-V/def2-TZVPD.

Atoms and positions in Å:
Se 0.05046 1.42401 -2.24997
Mn 0.14127 -1.25881 -1.51777
O 0.31383 -1.85394 0.42570
O 0.38939 -3.61319 1.81098
O -1.63518 -0.95481 -1.49492
O 1.86910 -0.82900 -1.67421
N 0.16496 -3.40345 -1.68485
C -3.24923 -2.31278 0.71615
C -4.57365 3.54270 2.10435
C 0.21641 -4.01314 -0.51806
C 0.14350 -6.17578 -1.52127
C 3.94214 -2.34822 -0.50381
C 0.20395 -5.40882 -0.39339
C -4.66690 -1.61035 -1.24352
C 3.51831 1.25296 0.82893
C -3.27216 0.09977 -0.05275
C -5.28322 -0.95236 1.06548
C 0.31264 -3.10243 0.71094
C 2.23643 0.18117 -0.87804
C -1.46276 1.35966 -1.04078
C -1.88602 2.51889 -0.42239
C 0.10672 -4.14009 -2.83017
C 2.89659 3.25092 3.05756
C -4.10136 -1.17904 0.11940
C -2.22828 4.34090 1.94218
C 1.52763 1.39456 -0.99046
C 0.09494 -5.55402 -2.78931
C 0.01356 -4.19430 -5.23595
C 4.68815 3.97016 1.44108
C 0.03776 -6.26694 -4.00672
C -2.98061 2.49637 0.42868
C 0.06479 -3.47608 -4.07487
C 5.60900 -0.75562 0.34925
C -0.00155 -5.60261 -5.20052
C 2.38782 4.88846 1.25773
C -2.11441 0.12279 -0.86769
C 3.76140 -1.57385 1.84525
C 3.27404 0.10663 0.08055
C -3.64887 1.28251 0.57308
C 3.19738 3.63581 1.60058
C -3.41125 3.77911 1.13800
C 1.82230 2.51804 -0.24507
C 2.83672 2.46026 0.69694
C -3.84605 4.81386 0.08958
C 4.12107 -1.13449 0.41455
H -3.87090 -1.76151 -1.96952
H -4.94088 -0.69535 2.07026
H 4.63238 -3.13174 -0.18013
H -4.52084 1.24772 1.20776
H 0.02504 -7.34957 -3.97564
H 3.13216 4.08106 3.72791
H 4.30596 -2.48459 2.10512
H 0.13566 -7.25744 -1.46101
H 2.69370 -1.78185 1.92186
H 4.28885 1.19327 1.58697
H 1.32020 4.72956 1.42486
H -1.87246 3.60501 2.66596
H -4.83011 4.47682 2.60659
H -4.18448 5.73038 0.57829
H -3.89525 -3.11006 1.09173
H 4.15950 -2.10764 -1.54396
H 5.84979 0.09217 0.99065
H -1.34274 3.43677 -0.61117
H 6.21731 -1.60323 0.67158
H 2.93647 -2.74974 -0.44453
H -5.85671 -1.87755 1.13634
H -1.39465 4.61176 1.29283
H 4.01565 -0.80321 2.57550
H -2.59445 -2.74001 -0.03628
H 0.07886 -2.39125 -4.07552
H -3.02137 5.06831 -0.57806
H 4.91951 4.17769 0.39472
H -4.66373 4.42349 -0.51920
H 2.70526 5.71179 1.89909
H 5.32455 3.14820 1.77067
H -2.63517 -1.95140 1.54166
H -0.01466 -3.68500 -6.18991
H -5.46300 3.18979 1.57942
H -5.35223 -0.85416 -1.63305
H 2.54263 5.18799 0.21919
H 1.23700 3.41484 -0.39690
H -2.53557 5.23732 2.48566
H 4.94315 4.85078 2.03439
H -5.21342 -2.55108 -1.13739
H -0.04500 -6.15768 -6.12798
H 1.83938 3.00386 3.17046
H 0.24565 -5.83138 0.60006
H 5.89248 -0.49791 -0.67343
H -4.30338 2.81355 2.87061
H -5.95219 -0.16958 0.70202
H 3.48124 2.38539 3.37107

Summary:
DFT total energy = -5383.873371 hartree
<S²> = 6.073
Multiplicity = 5
Orbital gap (alpha / beta) = 0.2380 / 0.2724 hartree
Net charge = 0



[2]
Computed, not measured: C38H46N2O5PRuS3 as an isolated structure, with ωB97M-V/def2-TZVPD.

Atoms and positions in Å:
Ru 1.06411 1.31805 -0.65278
S -2.78209 0.68989 1.95463
S -1.21009 1.92530 -0.69332
S 0.93605 -1.73143 0.77257
P -2.97279 1.24277 -0.00564
O 3.36816 1.58591 -0.44293
O 1.45628 3.06680 0.92430
O 2.32646 0.55511 1.70895
O 0.67740 -0.79947 -0.44131
O 1.66458 3.41479 -1.50986
N 0.99362 0.92909 -2.72936
N 1.59740 0.56452 -4.80693
C 1.28553 -2.76895 5.11496
C 0.23589 1.74176 -3.56008
C 2.79651 -6.50670 1.71274
C 3.71857 2.21198 -1.67495
C -4.80875 -2.01328 -2.58760
C -3.85821 -1.15274 -3.12841
C -4.01372 3.49219 -1.24762
C -5.98854 4.62355 -0.45091
C 0.60455 1.52186 -4.84785
C -3.24751 -0.19568 -2.33157
C 3.09479 3.56401 -1.58588
C 0.22465 -3.49182 5.64907
C 1.52793 -6.32930 2.23895
C -4.96398 4.49253 -1.38579
C -3.59559 -0.10852 -0.98614
C -0.10644 -2.07385 3.26950
C -4.54527 -0.97754 -0.43516
C 3.26229 -5.64814 0.72377
C -1.16278 -2.79604 3.81203
C 1.23623 2.59229 2.26810
C -6.06924 3.75717 0.62859
C 3.60048 0.03783 1.30018
C 0.28208 -3.33450 0.26061
C -0.30948 -1.30758 1.97953
C 2.35820 0.05163 -5.95828
C 0.70404 4.22977 0.58061
C -4.09445 2.62370 -0.15763
C -5.14907 -1.93164 -1.24308
C 1.03989 4.54121 -0.87611
C 1.17232 -4.44449 0.78020
C -1.00173 -3.49612 5.00268
C 2.45435 -4.61852 0.26480
C 0.72020 -5.29244 1.77979
C -5.12301 2.75249 0.78172
C 3.78609 0.22624 -0.19759
C 1.80068 0.24643 -3.52050
C 2.39180 1.69387 2.57698
C 1.12111 -2.06371 3.93056
H -6.86743 3.86143 1.35438
H -5.28437 -2.75444 -3.21883
H -0.27299 -5.15387 2.19852
H 4.25044 -5.78977 0.30450
H 0.25295 1.94657 -5.77652
H 4.83662 0.07296 -0.45319
H -5.88613 -2.60670 -0.82419
H 0.35451 -4.04809 6.56969
H -4.81246 -0.91062 0.61440
H 2.81745 -3.94779 -0.51251
H 4.79857 2.29407 -1.78244
H 3.31496 1.65705 -2.51406
H 3.45584 4.06924 -0.68955
H -0.18727 -0.23207 2.09918
H 2.36888 1.37449 3.62019
H -2.49966 0.47062 -2.74802
H 1.22098 3.42564 2.97368
H 1.15868 -7.00022 3.00443
H 3.66622 -1.01807 1.55212
H 3.35860 4.15281 -2.46454
H 2.50334 -0.51131 -3.20272
H -2.12657 -2.80143 3.30885
H -1.83653 -4.04342 5.42495
H -1.27980 -1.51187 1.52290
H 1.67241 5.42148 -0.95983
H -3.22180 3.38757 -1.97784
H 3.17028 -0.45913 -0.77529
H 3.30848 2.24934 2.38931
H 0.97299 5.04083 1.25633
H -0.73873 -3.42552 0.62880
H 3.42256 -7.31743 2.06632
H -3.59342 -1.22748 -4.17677
H 0.28101 -3.27038 -0.82856
H 2.24077 -2.75523 5.62427
H -4.90831 5.17293 -2.22720
H 1.95350 -1.50322 3.51165
H 2.68749 -0.96341 -5.75494
H -6.72669 5.40798 -0.56801
H -0.51036 2.41594 -3.17626
H -5.18436 2.07662 1.62819
H 0.28141 2.06655 2.32800
H 3.22318 0.67937 -6.15322
H 0.12186 4.73817 -1.42407
H 4.38523 0.57284 1.83351
H 1.71813 0.04824 -6.83422
H -0.35989 4.03846 0.67010

Summary:
DFT total energy = -3591.570439 hartree
<S²> = 0.753
Multiplicity = 2
Orbital gap (alpha / beta) = 0.3127 / 0.1813 hartree
Net charge = +2



[3]
Computed, not measured: a 8-piece molecular cluster, C38H46N6O2 overall, with ωB97M-V/def2-TZVPD.

Atoms and positions in Å:
O -3.10802 -1.58603 2.81673
O 4.44346 -0.30375 -5.58414
N -0.61736 -1.01239 -1.79809
N 1.76391 -1.31382 4.00501
N 3.99376 2.60817 -3.41530
N -0.48481 4.85391 5.30510
N 3.28828 -5.76756 -2.90159
N -5.26072 0.66290 -0.67561
C -1.00257 -0.65663 0.51752
C -0.77898 0.70460 0.25897
C -0.55132 0.36250 -2.05166
C -5.00925 2.31085 -2.43315
C -6.55686 0.94800 -0.63003
C -5.42192 -1.61232 2.87787
C 0.19662 2.93397 6.57525
C 3.15013 4.76019 -1.81663
C 4.01820 -0.64954 -4.26234
C -7.18024 1.87154 -1.39408
C 0.62309 -1.89076 3.40571
C 0.63088 -3.22766 3.03342
C 2.91874 -3.39387 3.70374
C 2.48159 -0.67974 -4.39821
C 2.22817 0.46066 -5.38804
C 3.13190 2.42850 -2.34589
C -0.95282 -1.49417 -0.57745
C -4.92553 -1.21341 4.20226
C -0.62121 2.64821 4.34746
C 4.12604 4.93784 -2.80472
C 4.34291 -3.96741 -1.58432
C -0.60727 1.25857 -1.03242
C 2.65588 3.52619 -1.59449
C -3.38185 -1.38399 4.13341
C 4.34387 -5.27975 -2.17105
C 2.85289 -2.05548 4.15458
C -6.44025 2.57753 -2.33384
C -4.20402 -1.26806 2.03832
C -0.81232 4.08247 4.24767
C 3.18557 -3.21770 -1.66108
C 4.55947 3.87678 -3.59623
C 1.79107 -3.95774 3.25781
C -0.20356 2.07170 5.56058
C 3.37911 0.29759 -6.35890
C -0.01894 4.29517 6.41374
C 2.22470 -4.96152 -2.93937
C 2.04021 -3.65716 -2.37734
C -4.49246 1.35889 -1.50134
H -2.94311 -2.21605 4.68413
H -2.84777 -0.47996 4.42592
H 1.15336 -3.04599 -2.45708
H 3.68800 1.26105 -6.76441
H -7.09800 0.36102 0.09731
H 1.90756 -4.95002 2.84769
H -1.06367 -2.56589 -0.50309
H 1.20426 0.34941 -5.74485
H -0.31354 0.62405 -3.07217
H 1.99073 -0.38783 -3.46979
H -0.01351 1.02588 5.75176
H 5.35974 3.98232 -4.31373
H -0.94801 1.37567 1.08810
H 3.87596 -3.89383 3.71667
H 3.68907 -1.56511 4.63077
H 0.56142 2.69216 7.56260
H 3.10121 -2.30132 -1.09582
H 2.03010 3.50226 -0.71459
H 5.23461 -3.58546 -1.10956
H -1.13987 4.47039 3.29444
H 2.77743 1.43524 -2.11312
H 2.15871 -1.68354 -4.67431
H -0.53556 2.31160 -1.26134
H -1.00541 2.08161 3.51214
H -6.90655 3.34028 -2.93978
H -4.21600 -1.85750 1.12153
H -8.24615 1.97246 -1.25256
H 2.38702 1.39945 -4.85742
H 0.26004 4.94813 7.22750
H -0.11244 -3.71880 2.42295
H 3.06635 -0.42092 -7.11653
H 4.36607 -1.53449 -3.72948
H 1.41027 -5.45571 -3.44817
H -0.17831 -1.19124 3.21911
H -5.24394 -1.92243 4.96647
H -1.22445 -0.97932 1.52402
H 4.66516 5.87135 -2.87025
H 2.99510 5.64951 -1.22377
H 5.18496 -5.92920 -1.97823
H -4.26266 -0.20133 1.82208
H -3.48357 0.98607 -1.59905
H 4.26555 0.21093 -3.64064
H -5.16871 -0.21836 4.57488
H -5.49139 -2.69106 2.73784
H -6.33461 -1.07725 2.61560
H -4.29366 2.73550 -3.12161

Summary:
SMILES = c1ccncc1.c1ccncc1.c1ccncc1.c1ccncc1.c1ccncc1.c1ccncc1.C1CCOC1.C1CCOC1
ΔE to the lowest compared entry with this formula, charge and spin = 0.0 kcal/mol
DFT total energy = -1954.423978 hartree
Multiplicity = 1
Orbital gap = 0.3429 hartree
Net charge = 0



[4]
Computed, not measured: C38H46NiOP2Si as an isolated structure, with ωB97M-V/def2-TZVPD.

Atoms and positions in Å:
Ni 0.03877 0.09347 4.78524
P 0.06520 -2.22629 -4.50113
P 2.00144 0.41059 -4.77219
Si 0.20313 -0.30007 8.28066
O 0.17070 -0.60174 6.71875
C 1.11803 2.79672 -3.52925
C -1.33274 -0.95804 9.21586
C -2.60788 1.46133 6.08700
C -2.25712 0.09526 5.62522
C -0.52901 -1.52800 -1.90214
C -2.50128 0.53214 3.13791
C 2.45902 3.99322 -1.89979
C 3.19578 2.49235 -6.41434
C -2.53102 -4.11662 -7.12956
C 3.04177 0.91123 -8.72010
C -1.91398 -3.13388 -6.34324
C -0.74048 -3.43102 -5.63798
C -0.68951 2.41109 4.68011
C -1.34464 1.30550 2.46548
C -0.37243 1.86504 3.45599
C -2.08797 -0.30562 4.31740
C 2.10910 1.81365 -3.61399
C -0.13963 -4.69895 -5.79935
C 2.69586 1.18469 -6.32586
C -2.69374 -3.27372 -1.58063
C 1.61857 -1.11345 9.25083
C 3.48261 2.23807 -8.81206
C 3.42509 2.97941 -1.94691
C -1.24603 -1.53471 -0.70626
C 2.66464 0.38383 -7.48636
C 3.25312 1.88562 -2.78955
C 0.29645 1.54060 8.76268
C -2.06179 2.63333 5.22424
C -1.96908 -3.28645 -2.77729
C -1.95557 -5.38420 -7.25088
C -2.33400 -2.40391 -0.54503
C -0.90810 -2.38789 -2.95429
C 3.56185 3.02509 -7.65810
C -0.75302 -5.66766 -6.58841
C 1.30764 3.90064 -2.68957
C 1.88868 0.21652 4.36147
C 0.25961 0.44229 -5.26079
C -0.55560 -0.63793 -5.12625
H 0.20988 2.70946 -4.12229
H -0.09739 1.36927 -5.73437
H 2.32144 -0.65062 -7.41330
H 1.21898 2.00240 8.37758
H -2.26418 -0.44564 8.93678
H 0.31708 -0.85233 -2.03351
H 0.55187 4.68779 -2.66136
H 3.90376 4.05982 -7.72219
H 0.80129 -4.90771 -5.29209
H -1.21451 -0.85194 10.30661
H 3.76003 2.65462 -9.77993
H 3.99665 1.08823 -2.83315
H 3.28446 3.10632 -5.51711
H -3.28367 1.23869 3.44452
H -0.29718 -6.65303 -6.69305
H 1.67839 -2.18326 9.00789
H -2.28074 -0.66259 6.41007
H -1.47161 -2.03011 9.00887
H 0.13118 2.82236 5.28865
H 0.31368 1.64281 9.86094
H -2.94045 -0.13621 2.38149
H 0.64039 2.03658 3.07619
H 2.13255 -0.27972 3.40173
H -2.76663 2.86864 4.41557
H -2.89870 -2.39957 0.39090
H -1.75749 2.10392 1.82827
H -1.88538 -1.36501 4.10108
H -0.54997 2.13359 8.38815
H 2.60313 4.85769 -1.24979
H -2.35406 -2.14288 -6.27870
H -0.95545 -0.85982 0.10064
H -3.54580 -3.94848 -1.45849
H -3.70349 1.56288 6.15904
H 2.98437 0.28503 -9.61465
H 4.32365 3.04982 -1.32747
H -2.01742 3.52869 5.86903
H -1.62750 -0.55811 -5.35097
H 1.46895 -1.02425 10.33837
H -2.23112 1.58507 7.11750
H 2.35230 -0.30656 5.21465
H 2.16137 1.28532 4.33759
H 2.58914 -0.66413 9.00814
H -0.79299 0.63118 1.79083
H -2.43772 -6.14378 -7.86719
H -3.46371 -3.87944 -7.64753
H -2.23984 -3.98650 -3.57146

Summary:
ΔE to the lowest compared entry with this formula, charge and spin = 0.0 kcal/mol
DFT total energy = -4031.266510 hartree
<S²> = 2.014
Multiplicity = 3
Orbital gap (alpha / beta) = 0.3002 / 0.2763 hartree
Net charge = 0



[5]
Computed, not measured: C38H47AsGeO8Ru as an isolated structure, with ωB97M-V/def2-TZVPD.

Atoms and positions in Å:
Ru 1.01938 -0.94075 -0.07564
As -0.42158 2.26242 -0.40130
Ge 3.29469 -1.99458 1.52577
O -5.39415 -3.81407 0.38999
O 2.13698 -0.77267 2.16057
O 1.53092 -2.76752 0.49772
O -0.83363 -0.64625 -1.98111
O -0.92233 -1.38253 0.08959
O 3.04200 -0.82496 -0.17051
O 0.68714 0.97054 -0.31625
O -6.51184 -3.45833 -1.58409
C 0.92722 -3.86841 -1.56868
C 0.45608 2.81273 -4.43148
C -0.32998 4.93292 -3.58845
C 1.69626 3.79896 0.63251
C 4.64533 -1.30015 -1.89089
C -2.84202 -1.73972 -1.25160
C -2.64705 1.63116 1.32845
C 0.09694 -4.68528 0.66506
C -0.02219 -0.43140 3.10965
C 1.91113 1.03156 3.72427
C -4.78687 -2.07572 -2.65470
C 0.37155 3.45427 0.89634
C 0.16908 4.15692 -4.62718
C 2.52732 -4.91745 0.06580
C -3.23912 2.25137 -0.93601
C -4.58054 2.15265 -0.60157
C 1.84912 -1.36885 4.49858
C -6.58593 -4.12926 -0.32692
C -4.63890 -3.03929 -0.42777
C 4.10549 -0.22714 -0.94380
C -0.26330 3.88900 2.05193
C -3.40103 -2.50308 -0.20800
C -2.28111 1.99671 0.03654
C 5.18286 0.23693 0.03800
C -1.48313 -1.19633 -1.08109
C 3.54400 0.95031 -1.72768
C 1.75897 5.03094 2.68979
C 2.38908 4.59129 1.53190
C -0.21888 3.03165 -2.14600
C -3.99059 1.52627 1.64873
C -3.52139 -1.54078 -2.44896
C 1.47895 -0.39221 3.38850
C 0.44083 4.68307 2.94703
C -0.51618 4.37776 -2.33315
C 0.25283 2.24024 -3.18562
C -5.32457 -2.82641 -1.63195
C -4.95444 1.79198 0.68575
C 1.27285 -4.06058 -0.08740
H 4.32892 1.41501 -2.32106
H -7.46012 -3.78532 0.22872
H -1.89039 1.42069 2.07373
H 0.35892 -4.83900 1.71250
H -0.10264 -3.52303 -1.68644
H 2.93040 -1.37659 4.65052
H 3.41483 4.87024 1.33175
H -2.94193 2.52331 -1.94205
H 5.66798 -0.62114 0.51084
H -0.59448 -0.18226 4.00194
H 2.33190 -5.92659 -0.28969
H -0.16302 -5.64296 0.21699
H 5.47729 -0.90541 -2.47167
H -2.86920 -2.65502 0.71952
H -0.04389 5.03481 3.84785
H 3.35096 -4.49199 -0.51300
H -3.04220 -0.96985 -3.23268
H 0.42915 1.18595 -3.01742
H 1.03872 -4.80078 -2.11837
H -1.29505 3.63341 2.25464
H -0.76555 -4.02011 0.61330
H -0.89003 4.98021 -1.51313
H 0.83449 2.21451 -5.24914
H 2.82228 -4.97181 1.11597
H 2.95786 1.05576 4.02971
H -0.31317 -1.42401 2.75818
H 3.85631 -1.61490 -2.57630
H 4.98762 -2.16660 -1.32166
H -5.33513 2.36756 -1.34605
H 1.60060 -3.12435 -2.00809
H 1.78948 1.66776 2.84461
H -6.00421 1.72025 0.93801
H 1.37432 -1.07487 5.43297
H 2.17365 3.44669 -0.27555
H 4.72527 0.86110 0.80895
H 2.75360 0.60503 -2.39728
H -0.56997 5.97362 -3.75801
H 2.29647 5.65457 3.39149
H 3.12720 1.69099 -1.04407
H 1.30016 1.43103 4.53293
H -6.65198 -5.20801 -0.48508
H 1.51415 -2.37739 4.24347
H -4.28401 1.25266 2.65351
H 5.94579 0.81912 -0.47432
H 0.33438 4.60625 -5.59715
H -0.24590 0.29795 2.32483
H -5.33607 -1.92441 -3.57339

Summary:
ΔE to the lowest compared entry with this formula, charge and spin = 18.8 kcal/mol
DFT total energy = -6485.177580 hartree
<S²> = 6.021
Multiplicity = 5
Orbital gap (alpha / beta) = 0.2127 / 0.1488 hartree
Net charge = +2